ORCA calculation (wB97M-V/def2-TZVPD) on a molecular structure, C19H19BrF3INOPtSSi at a distorted geometry.

```
48
Properties=species:S:1:pos:R:3:forces:R:3:nbo_charge:R:1
Pt 1.50246 0.37994 -0.39418 1.2 -1.9 -0.4 1.010
Br 5.03872 -0.25689 0.50727 0.1 -0.2 -0.2 0.112
C 5.60739 -0.58632 -1.27048 0.3 0.0 0.3 -0.113
C 6.92809 -0.27087 -1.58391 0.2 0.7 0.6 -0.219
C 7.42604 -0.49309 -2.85246 0.7 -0.1 0.0 -0.167
C 6.60837 -1.04253 -3.83365 0.5 0.1 -0.5 -0.195
C 5.29503 -1.35069 -3.54109 -0.7 -0.2 0.1 -0.216
C 4.80315 -1.14576 -2.24960 -0.1 0.0 0.2 -0.189
I 2.86397 -1.84369 -1.74077 0.1 0.5 -0.1 0.418
H 7.54628 0.22225 -0.81359 -0.3 -0.5 -0.5 0.247
H 8.48913 -0.25888 -3.04190 -0.8 -0.1 0.0 0.242
H 7.01590 -1.22056 -4.84009 -0.4 0.1 0.6 0.243
H 4.63533 -1.76677 -4.29880 0.2 0.1 0.1 0.239
C -1.47491 -1.32040 2.13550 -0.3 -0.7 0.2 -1.133
Si -0.19502 -0.07475 2.66857 0.0 0.4 -0.1 1.638
C -0.92761 1.62746 2.55423 0.2 0.3 0.4 -1.137
C 0.21117 -0.38207 4.46183 0.2 -0.2 0.6 -1.118
C 1.36619 -0.22660 1.57336 0.3 -0.7 1.8 -1.151
H -2.48862 -0.93333 2.36113 0.4 -0.1 -0.3 0.246
H -1.36628 -2.23957 2.75329 0.0 0.4 -0.6 0.253
H -1.40581 -1.58438 1.06798 -0.1 0.0 0.4 0.225
H -2.00397 1.56678 2.77184 0.3 0.2 -0.1 0.240
H -0.75867 2.04765 1.55872 -0.1 0.2 0.2 0.243
H -0.44771 2.26631 3.33383 -0.4 -0.2 -0.7 0.253
H -0.71471 -0.25959 5.06267 0.4 0.0 -0.4 0.253
H 0.96278 0.30996 4.89220 -0.3 -0.4 -0.3 0.249
H 0.54348 -1.42041 4.61679 0.0 0.3 0.0 0.243
H 1.60102 -1.29651 1.49479 0.1 -0.1 0.0 0.233
H 2.23114 0.23042 2.07592 -0.1 0.0 -0.1 0.242
O 0.86827 3.30752 0.19490 0.8 -1.9 -0.6 -0.850
S 2.18820 3.03400 -0.40785 1.3 3.7 -0.1 1.377
N 2.83709 1.76762 -0.91107 -1.5 0.2 0.5 -0.914
F -7.86695 -0.65872 -1.26442 0.7 0.7 0.5 -0.310
C -7.16811 0.27016 -0.54787 -2.8 0.0 0.0 0.958
F -7.42829 0.01950 0.76620 0.6 0.2 -1.0 -0.302
F -7.71705 1.48766 -0.83297 0.6 -0.9 0.2 -0.308
C -5.73562 0.23798 -0.86965 3.5 0.0 0.0 -0.060
C -5.05914 -0.88853 -1.38497 -0.9 -0.9 -0.4 -0.168
C -3.68772 -0.95778 -1.51922 -0.4 -1.1 -0.3 -0.127
C -2.87000 0.09991 -1.12733 0.2 0.0 -0.1 -0.105
C -3.50507 1.27502 -0.68387 -0.4 1.1 0.2 -0.125
C -4.88603 1.32856 -0.55842 -0.7 0.7 0.5 -0.130
C -1.48621 0.00325 -1.12709 -2.3 0.4 0.0 -0.016
C -0.29822 0.22312 -0.92008 0.5 0.0 -0.9 -0.105
H -5.62797 -1.76918 -1.70522 0.1 0.4 0.2 0.253
H -3.20458 -1.85593 -1.92981 -0.5 0.4 0.3 0.243
H -2.88909 2.15037 -0.43274 -0.4 -0.5 0.0 0.249
H -5.35582 2.24834 -0.16791 0.4 -0.5 -0.3 0.246
```
Forces are in eV/Å.

As for the energy relative to the best compared isomer or geometry (same formula, charge and spin): 0.0000 eV. The calculation puts the LUMO energy (spin up / spin down) at -3.6 / -7.3 eV. As for the HOMO energy (spin up / spin down): -10.63 / -12.21 eV. For the total energy, the calculation gives -131790.34825 eV. Its total charge is +1. The value obtained for the HOMO-LUMO gap (spin up / spin down) is 7.06 / 4.90 eV. As for the spin multiplicity: 5.